C34H61BGeN10ReSSe as an isolated structure. Source: OMol25; level of theory: wB97M-V/def2-TZVPD.

```
110
Properties=species:S:1:pos:R:3
Re 0.885 -0.421 -0.185
C 6.019 -0.493 1.721
C 5.011 -0.499 0.625
C 5.207 -0.521 -0.740
C 3.943 -0.478 -1.323
N 3.011 -0.466 -0.339
N 3.690 -0.483 0.851
B 2.920 -0.238 2.176
N 1.944 -1.432 2.311
N 1.403 -1.918 1.149
C 1.156 -3.235 1.342
C 1.441 -3.543 2.668
C 1.950 -2.395 3.242
C 2.476 -2.185 4.618
C 0.866 -4.254 0.261
C 1.907 -5.378 0.412
C 1.069 -3.637 -1.114
C -0.528 -4.865 0.413
N 2.233 1.121 1.987
N 1.596 1.370 0.814
C 1.251 2.670 0.816
C 1.700 3.254 1.993
C 2.307 2.241 2.717
C 2.961 2.293 4.053
C 0.563 3.341 -0.335
C -0.498 4.317 0.177
C 1.618 4.097 -1.158
C -0.100 2.285 -1.202
C 3.687 -0.467 -2.811
C 2.201 -0.447 -3.107
C 4.310 -1.722 -3.438
C 4.324 0.792 -3.411
H 7.017 -0.596 1.301
H 5.851 -1.314 2.417
H 5.980 0.439 2.285
H 6.155 -0.551 -1.247
H 3.679 -0.210 3.089
H 1.361 -4.506 3.141
H 2.368 -3.098 5.197
H 1.926 -1.390 5.123
H 3.529 -1.908 4.604
H 2.924 -4.989 0.359
H 1.773 -6.108 -0.389
H 1.790 -5.901 1.359
H 2.069 -3.206 -1.188
H 0.309 -2.883 -1.334
H 0.974 -4.394 -1.896
H -0.614 -5.386 1.367
H -0.701 -5.593 -0.381
H -1.300 -4.103 0.372
H 1.614 4.285 2.287
H 2.946 3.312 4.431
H 3.996 1.957 4.002
H 2.434 1.656 4.763
H -0.050 5.097 0.789
H -1.250 3.797 0.777
H -0.989 4.804 -0.669
H 2.112 4.854 -0.550
H 1.147 4.597 -2.007
H 2.383 3.416 -1.535
H -0.826 1.714 -0.622
H 0.685 1.641 -1.636
H -0.638 2.738 -2.037
H 1.705 -1.376 -2.824
H 2.010 -0.305 -4.172
H 1.753 0.418 -2.597
H 3.864 -2.631 -3.032
H 5.382 -1.761 -3.251
H 4.159 -1.714 -4.519
H 3.909 1.698 -2.965
H 4.153 0.824 -4.488
H 5.400 0.800 -3.242
N -1.169 0.423 2.088
C -0.379 0.100 1.307
C -6.706 0.860 -1.144
Ge -5.868 2.596 -1.451
C -4.656 2.525 -2.988
C -7.186 4.013 -1.623
C -4.691 3.072 0.095
Se -3.708 1.597 0.869
C -4.228 1.772 2.719
H -7.118 0.466 -2.073
H -7.522 0.955 -0.428
H -5.984 0.143 -0.750
H -5.161 2.161 -3.881
H -3.815 1.864 -2.766
H -4.260 3.519 -3.201
H -7.818 3.840 -2.494
H -6.705 4.984 -1.739
H -7.823 4.046 -0.740
H -5.261 3.557 0.887
H -3.943 3.785 -0.261
H -5.307 1.651 2.798
H -3.921 2.750 3.083
H -3.705 0.989 3.263
C -4.880 -1.862 1.307
C -4.015 -2.821 0.487
C -2.999 -2.095 -0.332
N -1.850 -1.748 0.101
N -1.088 -1.056 -0.826
C -1.710 -0.944 -2.000
N -1.215 -0.376 -3.104
S -3.286 -1.631 -1.995
H -5.585 -2.428 1.913
H -5.451 -1.188 0.664
H -4.255 -1.262 1.969
H -4.632 -3.441 -0.164
H -3.468 -3.489 1.153
H -0.365 0.149 -3.079
H -1.779 -0.304 -3.933
```

Results
Charge ... +2
E_tot ... -6858.931885 Ha
⟨S²⟩ ... 0.7587
2S+1 ... 2

=====

C34H62AgN3O13 as an isolated structure. Source: OMol25; level of theory: wB97M-V/def2-TZVPD.

```
113
Properties=species:S:1:pos:R:3
Ag -1.019 5.538 3.161
N -1.154 1.070 1.760
O -0.833 2.152 2.203
O -0.529 0.451 0.868
O -2.247 0.660 2.095
C 1.507 -0.639 -4.925
C 0.090 -0.839 -5.445
C 0.113 -2.155 -6.213
C -1.267 -2.791 -6.412
C -1.820 -3.038 -5.006
C -2.028 -1.748 -4.181
N -0.792 -0.953 -4.247
O -0.867 0.238 -3.503
C -3.321 -1.077 -4.560
C -2.113 -2.225 -2.726
C -0.446 0.296 -6.374
H 1.731 0.295 -4.410
H 2.224 -0.683 -5.745
H 1.758 -1.397 -4.183
H 0.430 -1.951 -7.235
H 0.773 -2.945 -5.855
H -1.294 -3.627 -7.111
H -1.924 -2.059 -6.883
H -1.163 -3.808 -4.601
H -2.758 -3.548 -5.226
H -4.081 -1.738 -4.977
H -3.629 -0.369 -3.791
H -3.064 -0.430 -5.399
H -2.259 -1.490 -1.934
H -2.878 -2.967 -2.498
H -1.179 -2.717 -2.457
H -1.499 0.086 -6.566
H 0.173 0.420 -7.262
H -0.614 1.304 -5.996
H -0.429 -0.118 -2.726
C 5.189 -2.277 4.251
C 4.675 -1.094 3.401
C 5.692 0.102 3.549
C 6.905 -0.103 2.654
C 6.452 -0.484 1.184
C 5.533 -1.760 1.106
N 4.381 -1.464 2.015
O 3.241 -2.211 1.863
C 5.063 -1.686 -0.373
C 6.286 -3.101 1.238
C 3.303 -0.622 4.147
H 4.747 -3.236 3.979
H 5.077 -2.167 5.329
H 6.247 -2.519 4.147
H 5.197 1.026 3.252
H 6.060 0.322 4.551
H 7.473 -0.942 3.056
H 7.587 0.745 2.721
H 7.437 -0.732 0.789
H 6.034 0.326 0.586
H 5.794 -1.613 -1.178
H 4.498 -2.610 -0.494
H 4.346 -0.909 -0.641
H 5.622 -3.883 0.870
H 7.173 -3.124 0.605
H 6.507 -3.269 2.292
H 2.733 0.200 3.713
H 3.487 -0.557 5.219
H 2.607 -1.459 4.075
H 2.514 -1.590 1.783
O 2.151 5.180 0.523
C 2.933 4.853 -0.405
O 3.439 5.768 -1.133
C 4.473 5.248 -2.045
C 4.769 3.894 -1.459
C 3.497 3.482 -0.684
H 5.407 5.810 -2.014
H 4.069 5.144 -3.051
H 5.660 3.842 -0.834
H 4.991 3.196 -2.266
H 3.772 3.066 0.285
H 2.693 2.950 -1.193
O -6.886 -3.688 3.868
C -7.141 -2.894 2.959
O -8.286 -2.849 2.266
C -8.288 -1.848 1.285
C -7.198 -0.887 1.799
C -6.142 -1.807 2.373
H -9.223 -1.315 1.120
H -8.089 -2.245 0.289
H -7.526 -0.164 2.546
H -6.827 -0.352 0.925
H -5.489 -1.403 3.147
H -5.556 -2.276 1.583
O -5.696 -0.771 7.755
C -4.491 -0.688 7.598
O -3.924 0.455 7.264
C -2.524 0.316 6.950
C -2.354 -1.158 6.816
C -3.494 -1.782 7.640
H -1.833 0.803 7.638
H -2.265 0.710 5.968
H -1.404 -1.579 7.144
H -2.298 -1.332 5.741
H -3.128 -1.911 8.659
H -3.948 -2.643 7.149
O -2.463 5.361 -0.235
C -2.959 4.912 -1.267
O -2.865 5.614 -2.433
C -3.626 4.920 -3.428
C -4.533 4.111 -2.640
C -3.783 3.630 -1.439
H -2.989 4.341 -4.096
H -4.233 5.598 -4.028
H -4.859 3.268 -3.250
H -5.466 4.573 -2.318
H -3.024 2.877 -1.649
H -4.492 3.162 -0.756
```

Results
Charge ... +1
E_tot ... -2621.361054 Ha
⟨S²⟩ ... 0.7541
2S+1 ... 2

=====

A 4-piece molecular cluster, C34H62BN8O5 overall. Source: OMol25; level of theory: wB97M-V/def2-TZVPD.

```
110
Properties=species:S:1:pos:R:3
C 0.515 1.214 2.921
C -0.682 0.693 2.019
B -0.104 0.161 0.620
O -0.901 0.315 -0.529
C 1.345 -0.507 0.371
C 2.197 0.202 -0.628
C 3.543 -0.359 -0.895
C 4.553 0.273 -1.884
N 4.775 1.705 -1.479
C 3.860 -1.610 -0.118
C 5.257 -2.240 -0.334
C 5.516 -3.077 -1.510
C 6.902 -3.537 -1.546
C 7.816 -3.154 -0.493
N 7.609 -2.414 0.640
C 6.306 -2.005 0.628
N 3.029 -2.209 0.750
N 1.868 -1.632 0.949
C 1.013 -2.328 1.967
C -0.137 -3.229 1.366
C -0.262 -3.314 -0.195
N -1.511 -2.611 -0.620
C -2.706 -3.415 -0.302
C -3.938 -2.470 -0.063
C -3.828 -1.251 0.771
C -4.947 -0.344 0.969
C -6.281 -0.577 0.375
C -6.403 -1.797 -0.433
C -5.264 -2.718 -0.637
O -5.516 -3.845 -1.434
H 0.100 1.359 3.960
H 1.008 2.141 2.529
H 1.316 0.423 3.027
H -1.485 1.457 1.849
H -1.166 -0.188 2.526
H -1.348 1.180 -0.515
H 1.859 1.108 -1.174
H 4.239 0.187 -2.968
H 5.572 -0.202 -1.835
H 5.319 2.087 -2.260
H 3.863 2.168 -1.482
H 4.794 -3.342 -2.311
H 7.255 -4.180 -2.385
H 8.874 -3.518 -0.610
H 6.014 -1.382 1.519
H 1.679 -3.016 2.562
H 0.630 -1.602 2.739
H 0.001 -4.282 1.749
H -1.111 -2.890 1.826
H -0.448 -4.406 -0.450
H 0.632 -3.013 -0.792
H -1.525 -2.474 -1.636
H -2.998 -4.123 -1.136
H -2.610 -4.045 0.619
H -2.836 -1.069 1.238
H -4.861 0.598 1.574
H -7.129 0.135 0.503
H -7.400 -1.986 -0.900
H -6.431 -4.099 -1.205
C -6.507 5.522 4.198
C -6.003 4.134 4.583
C -5.309 3.386 3.429
O -6.197 2.847 2.459
C -6.652 3.781 1.493
N -7.119 3.361 5.136
H -7.426 5.487 3.612
H -6.725 6.107 5.094
H -5.754 6.068 3.622
H -5.258 4.270 5.374
H -4.785 2.524 3.855
H -4.545 4.010 2.948
H -5.885 4.520 1.243
H -7.558 4.277 1.844
H -6.910 3.229 0.588
H -6.763 2.475 5.488
H -7.716 3.086 4.357
C 7.341 6.278 0.932
C 6.574 5.074 0.394
C 5.342 4.696 1.241
O 5.648 4.021 2.453
C 6.040 4.871 3.520
N 7.500 3.944 0.255
H 7.957 6.030 1.797
H 8.013 6.670 0.167
H 6.658 7.083 1.217
H 6.212 5.343 -0.604
H 4.738 3.992 0.659
H 4.704 5.568 1.435
H 5.512 5.828 3.498
H 7.119 5.032 3.499
H 5.802 4.365 4.456
H 7.011 3.175 -0.199
H 7.688 3.589 1.192
C -3.400 -3.054 -5.530
C -1.940 -3.181 -5.106
C -1.138 -4.196 -5.941
O -1.399 -5.554 -5.621
C -2.571 -6.089 -6.217
N -1.887 -3.499 -3.674
H -4.012 -3.888 -5.182
H -3.838 -2.145 -5.112
H -3.489 -2.995 -6.618
H -1.476 -2.200 -5.255
H -0.076 -4.044 -5.724
H -1.266 -4.021 -7.016
H -2.749 -5.677 -7.214
H -3.436 -5.916 -5.574
H -2.438 -7.167 -6.307
H -0.914 -3.481 -3.373
H -2.152 -4.478 -3.570
```

Results
Charge ... +1
E_tot ... -2171.425369 Ha

=====

C34H62Cl16O4SSi as an isolated structure. Source: OMol25; level of theory: wB97M-V/def2-TZVPD.

```
118
Properties=species:S:1:pos:R:3
C -0.294 0.596 0.872
Si -0.908 -1.173 1.222
C -2.146 -1.670 -0.123
C 0.489 -2.445 1.336
C 1.148 -2.801 -0.025
C 1.604 -1.541 -0.779
C 2.813 -1.742 -1.706
C 2.951 -0.474 -2.586
C 3.120 0.806 -1.759
C 3.243 2.102 -2.605
C 1.927 2.906 -2.623
C 0.876 2.341 -3.589
C 0.053 3.302 -4.398
O -0.682 2.407 -5.299
S 0.093 0.998 -5.389
O -0.580 0.030 -4.590
O 0.338 0.698 -6.751
O 1.418 1.483 -4.620
C -1.835 -1.036 2.868
C -3.225 -0.854 2.841
C -3.967 -0.703 4.005
C -3.289 -0.726 5.227
C -1.916 -0.924 5.284
C -1.181 -1.077 4.102
H 0.720 0.645 1.298
H -0.158 0.770 -0.201
H -0.914 1.353 1.355
H -2.691 -0.803 -0.512
H -2.871 -2.410 0.230
H -1.611 -2.133 -0.962
H 0.051 -3.367 1.742
H 1.242 -2.063 2.037
H 2.033 -3.408 0.204
H 0.460 -3.403 -0.627
H 1.905 -0.817 -0.017
H 0.769 -1.149 -1.374
H 2.744 -2.637 -2.329
H 3.728 -1.773 -1.098
H 2.007 -0.382 -3.137
H 3.803 -0.542 -3.271
H 4.017 0.723 -1.129
H 2.295 0.983 -1.060
H 3.634 1.935 -3.610
H 3.957 2.740 -2.074
H 1.524 3.025 -1.615
H 2.161 3.923 -2.976
H 0.201 1.761 -2.944
H 0.641 3.895 -5.116
H -0.595 4.014 -3.886
H -3.747 -0.816 1.886
H -5.041 -0.552 3.998
H -3.840 -0.588 6.153
H -1.445 -0.956 6.252
H -0.105 -1.211 4.104
Cl 8.894 -0.140 -4.510
C 7.209 0.248 -4.939
C 6.812 1.631 -4.493
Cl 6.700 1.764 -2.718
H 6.566 -0.512 -4.499
H 7.134 0.180 -6.026
H 5.827 1.876 -4.891
H 7.518 2.381 -4.841
Cl -7.625 -1.633 3.568
C -7.161 -3.322 3.906
C -7.386 -3.699 5.348
Cl -6.261 -2.855 6.445
H -6.119 -3.447 3.619
H -7.773 -3.953 3.263
H -7.219 -4.769 5.479
H -8.401 -3.471 5.667
Cl -3.126 5.182 -3.707
C -3.367 3.413 -3.594
C -3.668 2.966 -2.187
Cl -2.251 3.141 -1.117
H -2.478 2.925 -3.981
H -4.202 3.168 -4.249
H -3.937 1.911 -2.188
H -4.490 3.531 -1.755
Cl 8.187 -2.287 -9.397
C 7.245 -0.878 -9.944
C 7.991 0.416 -9.745
Cl 8.172 0.828 -8.019
H 6.298 -0.879 -9.409
H 7.041 -1.024 -11.004
H 7.441 1.233 -10.210
H 8.984 0.377 -10.186
Cl 0.068 0.591 6.034
C 1.219 1.885 6.471
C 2.149 2.219 5.331
Cl 3.295 0.896 4.990
H 1.769 1.568 7.354
H 0.627 2.761 6.732
H 2.743 3.097 5.583
H 1.597 2.429 4.417
Cl -0.805 -3.047 8.246
C 0.483 -2.235 9.170
C -0.071 -1.340 10.251
Cl -0.902 0.084 9.577
H 1.099 -1.677 8.468
H 1.093 -3.017 9.619
H 0.742 -0.969 10.873
H -0.775 -1.871 10.887
Cl 2.907 5.656 -5.667
C 2.198 6.984 -6.618
C 1.434 7.918 -5.716
Cl -0.020 7.098 -5.082
H 1.555 6.557 -7.384
H 3.016 7.505 -7.113
H 1.102 8.797 -6.266
H 2.040 8.250 -4.876
Cl -8.106 -6.795 5.294
C -8.996 -8.072 6.166
C -10.210 -7.528 6.875
Cl -9.771 -6.474 8.242
H -8.307 -8.547 6.860
H -9.301 -8.810 5.426
H -10.795 -8.351 7.283
H -10.843 -6.957 6.200
```

Results
Charge ... 0
E_tot ... -9684.446680 Ha

=====

Which value of charge does entry 2 give?
+1